Entry 1:
A structure of composition C18H46AlBNO2, computed with the ωB97M-V functional and the def2-TZVPD basis.

CARTESIAN COORDINATES (ANGSTROEM)
C: 7.712711 -3.965654 -1.726685
C: 6.563675 -3.883218 -0.724038
C: 5.196502 -3.681887 -1.379253
C: 4.815323 -2.215290 -1.656694
O: 3.468563 -1.966457 -1.425064
Al: 2.280402 -1.868803 -2.759995
B: 1.003245 -3.634883 -2.763750
O: 0.927034 -4.490586 -3.900592
N: 0.211087 -4.107033 -1.653883
C: 0.069324 -5.541413 -1.451412
C: 0.423548 -3.422724 -0.383830
H: 7.807112 -3.039782 -2.298275
H: 8.670348 -4.129225 -1.224667
H: 7.556415 -4.791251 -2.423782
H: 6.752832 -3.070243 -0.015947
H: 6.551715 -4.809290 -0.140288
H: 5.150907 -4.259942 -2.308769
H: 4.411838 -4.074609 -0.727084
H: 5.427658 -1.573648 -0.998398
H: 5.087257 -1.958290 -2.692308
H: 1.375210 -0.494912 -2.621469
H: 3.115364 -1.781974 -4.173061
H: 0.663457 -3.962658 -4.661767
H: -0.744125 -5.753719 -0.748354
H: 0.985374 -5.990893 -1.043263
H: -0.161839 -6.023971 -2.398466
H: 0.419073 -2.343751 -0.539870
H: -0.375793 -3.679158 0.322315
H: 1.384971 -3.683280 0.076402
C: -1.348672 0.323913 0.311802
C: -1.422855 -0.347778 1.677957
C: -2.627786 -1.273663 1.835171
C: -3.985092 -0.579801 1.697327
C: -4.214037 0.580942 2.664471
C: -4.181083 0.167645 4.132140
H: -2.217078 0.960508 0.128472
H: -0.457388 0.947822 0.235755
H: -1.293926 -0.419477 -0.485405
H: -1.432377 0.414945 2.464028
H: -0.513437 -0.932910 1.835434
H: -2.568623 -1.777220 2.804844
H: -2.564707 -2.064716 1.081948
H: -4.775178 -1.324596 1.842852
H: -4.103005 -0.213408 0.674366
H: -5.184838 1.033299 2.441887
H: -3.469331 1.362471 2.488430
H: -4.938075 -0.592880 4.338936
H: -4.375318 1.018724 4.787187
H: -3.210116 -0.244671 4.410396
C: 0.203953 4.230982 -0.175432
C: -0.839152 4.319295 0.933852
C: -2.277022 4.248131 0.423456
C: -2.689787 5.376110 -0.523467
C: -2.539144 6.783399 0.052366
C: -3.397672 7.031283 1.288460
H: 0.117883 5.062907 -0.877163
H: 1.215162 4.250907 0.232229
H: 0.095502 3.303892 -0.741472
H: -0.689631 5.238332 1.509559
H: -0.684081 3.494434 1.634771
H: -2.958807 4.224082 1.279231
H: -2.414282 3.294617 -0.094369
H: -3.734462 5.221496 -0.813163
H: -2.109586 5.307110 -1.447177
H: -2.810273 7.506601 -0.721839
H: -1.489820 6.976600 0.292108
H: -4.455404 6.873098 1.064836
H: -3.282696 8.054090 1.651022
H: -3.126943 6.362033 2.106442

Forces on the atoms, in the same order (eV/Å):
0.106 0.159 0.140
0.038 -0.195 -0.130
-0.104 0.030 0.121
0.111 0.054 0.005
0.002 -0.060 -0.150
-0.307 0.307 -0.165
-0.435 0.169 -0.412
-0.593 -0.083 0.098
0.987 -0.257 0.533
-0.388 0.029 -0.164
-0.105 0.018 -0.027
-0.074 -0.042 -0.077
-0.006 -0.025 0.000
-0.017 0.049 -0.048
-0.031 -0.019 0.020
0.019 0.012 0.012
-0.073 -0.037 0.037
0.024 0.037 0.029
-0.015 -0.015 0.014
0.079 0.031 0.037
0.048 -0.019 0.121
0.049 -0.049 0.021
0.606 -0.049 0.017
0.000 0.014 0.002
-0.011 0.001 0.023
0.061 -0.019 -0.017
0.025 -0.002 -0.008
-0.019 0.029 -0.018
-0.024 -0.023 0.040
0.049 0.015 0.057
0.014 -0.021 -0.026
-0.011 0.003 0.020
0.002 -0.019 -0.013
-0.032 -0.006 0.010
0.017 0.031 -0.009
-0.007 -0.012 -0.010
0.008 -0.013 -0.050
-0.002 0.024 -0.026
-0.001 -0.014 0.017
0.006 0.004 -0.007
-0.018 0.001 0.003
0.016 0.008 -0.008
-0.007 0.009 0.011
0.011 -0.009 -0.007
0.005 0.016 0.002
0.001 -0.002 -0.016
0.016 -0.017 -0.001
-0.010 -0.001 0.002
0.000 -0.006 -0.002
-0.004 0.022 0.022
0.027 -0.026 -0.032
-0.066 -0.040 0.028
0.038 0.000 -0.009
-0.036 0.014 -0.006
0.033 0.013 -0.001
-0.001 0.000 -0.002
0.003 -0.012 0.001
-0.009 0.007 -0.013
-0.012 -0.003 0.010
0.004 0.003 0.005
-0.003 -0.002 -0.001
0.002 0.002 -0.006
-0.003 0.009 0.004
0.006 -0.008 0.002
0.013 0.012 0.004
0.006 -0.010 -0.009
0.000 -0.021 0.010
-0.008 0.005 -0.005
-0.003 -0.005 -0.001

Properties
total charge: -1
HOMO-LUMO gap: 6.30 eV

***

Entry 2:
A cluster of 4 separate species, C18H46N3O7 in total, computed with the ωB97M-V functional and the def2-TZVPD basis.

CARTESIAN COORDINATES (ANGSTROEM)
O: -0.321823 -0.025724 -0.044440
H: -0.396857 0.824065 -0.227825
C: -0.950035 4.875011 2.524264
O: -0.663161 3.538752 3.003211
C: -1.029322 2.335965 2.307589
C: -0.497752 1.112792 3.108772
N: -1.046063 -0.187090 2.727719
C: -0.518531 -1.374342 3.448222
C: 0.785924 -1.735541 2.942732
O: 1.156519 -2.969656 3.403126
C: 2.505022 -3.477352 3.150531
H: -2.031050 4.956769 2.210847
H: -0.608777 5.022969 1.508742
H: -0.882659 5.741237 3.209185
H: -0.552529 2.475182 1.381615
H: -2.036921 2.178153 2.237029
H: -0.601657 1.118957 4.180640
H: 0.478765 1.084965 2.792858
H: -0.668552 -0.271202 1.754976
H: -0.993528 -2.202467 2.982168
H: -0.712191 -1.440689 4.601790
H: 1.645444 -0.945602 3.153927
H: 0.661859 -1.685448 1.837192
H: 2.374461 -3.513455 2.038893
H: 2.487976 -4.431988 3.666382
H: 3.333146 -2.715799 3.211296
C: -4.756863 1.033719 1.877661
O: -4.824956 0.684773 0.512803
C: -3.464755 0.570410 -0.157837
C: -3.633924 -0.210407 -1.416638
N: -2.341541 0.011481 -2.151032
C: -2.346436 -0.851138 -3.383925
C: -1.150361 -0.534132 -4.229527
O: -1.251156 -1.124746 -5.468097
C: -0.125876 -0.802894 -6.339903
H: -4.452635 1.943625 1.998070
H: -4.024100 0.451795 2.452795
H: -5.653595 1.069040 2.201893
H: -2.627877 0.254463 0.605171
H: -3.151556 1.516447 -0.541940
H: -4.234204 0.091620 -2.141611
H: -3.838652 -1.232669 -1.354496
H: -1.629816 -0.379286 -1.581333
H: -3.238819 -0.719459 -4.074859
H: -2.216037 -1.767049 -2.922787
H: -0.119908 -1.054114 -3.881299
H: -0.901430 0.492973 -4.195494
H: 0.738909 -1.007562 -5.760053
H: -0.124762 0.247919 -6.672498
H: -0.238922 -1.552096 -7.279358
C: 1.506761 -4.020613 -3.659630
O: 2.182018 -3.394923 -2.454642
C: 1.887770 -2.014601 -2.156344
C: 2.595301 -1.511879 -0.839103
N: 2.290893 -0.098420 -0.682509
C: 3.025905 0.436567 0.512299
C: 2.688761 1.890182 0.715034
O: 3.525253 2.324613 1.790833
C: 3.352057 3.743638 2.273406
H: 1.719031 -5.107605 -3.782994
H: 2.106736 -3.863587 -4.519561
H: 0.638714 -3.528815 -3.521250
H: 0.922315 -1.877967 -2.113212
H: 2.082805 -1.242925 -3.063103
H: 3.599615 -1.725538 -0.966391
H: 2.160602 -2.186215 -0.056883
H: 1.202390 -0.035334 -0.311951
H: 4.207514 0.409975 0.365352
H: 2.863313 -0.164727 1.461563
H: 1.636073 1.926090 1.161832
H: 2.560254 2.330546 -0.166128
H: 2.386277 4.011703 2.597826
H: 3.431556 4.383256 1.352428
H: 4.119654 3.895401 2.855980

Forces on the atoms, in the same order (eV/Å):
0.864 -6.251 1.668
-0.742 6.216 -1.462
-3.002 -1.673 -1.459
0.294 1.647 1.844
1.534 0.510 1.919
-0.768 -0.328 -0.142
-0.579 -0.071 -0.720
-1.933 1.064 1.267
4.556 2.556 -0.932
0.829 -1.400 1.996
-2.297 2.089 -2.850
0.180 -0.399 0.790
1.465 0.371 -0.082
0.998 -1.080 0.025
0.375 -0.761 -1.654
-2.993 0.237 -0.508
0.047 1.085 0.480
3.063 0.187 0.215
-0.904 -0.290 0.011
-1.793 -0.837 0.274
0.558 0.514 -2.073
-1.414 -1.231 -0.104
0.420 -0.300 0.232
1.092 -1.200 0.444
0.827 0.157 -0.101
-0.717 -0.795 1.102
4.702 -4.453 -2.926
1.954 -0.496 -1.026
-1.423 -0.097 2.374
4.736 -0.473 1.115
-1.474 -0.018 -1.658
-0.090 2.489 0.154
3.589 -2.431 1.495
-0.274 0.476 -3.066
-2.441 -1.881 -1.316
2.257 5.959 0.370
-0.486 -0.555 -0.021
-6.361 -0.701 2.591
-1.754 -0.065 -1.603
0.050 1.204 0.243
-3.817 2.277 -2.257
-0.221 -2.041 0.906
1.340 -0.045 0.970
0.679 -0.290 1.247
-0.422 -2.813 -0.251
-2.069 1.229 0.563
-0.162 1.524 -0.442
1.271 -0.253 0.207
-0.153 -0.326 0.097
0.455 1.892 2.207
4.686 -0.212 2.071
0.790 -1.017 -0.590
4.883 0.854 -2.307
-3.423 -0.748 -1.380
-0.455 0.278 2.436
2.040 -1.073 -0.789
-2.319 -2.819 5.971
0.131 2.430 0.179
-2.561 -2.367 -6.671
-1.382 0.177 1.822
0.211 1.981 -1.307
-3.788 0.398 -1.020
-5.535 0.394 0.989
0.587 -1.699 1.604
2.302 -0.193 0.054
0.440 0.501 -0.047
1.289 -0.390 -1.179
-2.133 -0.123 0.011
-0.052 0.638 -0.892
0.815 -0.128 -0.640
0.775 2.772 -3.738
-1.275 -0.413 1.189
0.413 -0.291 0.643
3.715 0.915 3.436

Properties
total charge: -1
energy above the lowest of the compared OMol25 structures with the same formula, charge and spin: 0.0 kJ/mol
HOMO-LUMO gap: 7.59 eV

***

Entry 3:
A cluster of 5 separate species, C18H46NO15PS4 in total, computed with the ωB97M-V functional and the def2-TZVPD basis.

CARTESIAN COORDINATES (ANGSTROEM)
C: 1.086796 -3.488955 3.107405
C: -0.142665 -2.710978 3.471917
C: -0.054885 -2.157272 4.843216
C: -0.579031 -1.664431 2.455362
C: 0.486303 -1.108500 1.575921
O: 0.059197 0.235883 1.114593
C: 0.881979 1.179424 1.380262
O: 1.895481 1.335453 0.928658
O: 0.333441 2.093573 2.254029
P: 0.643251 1.897631 3.817103
N: 1.842637 0.989588 4.139326
H: 0.889074 -4.242468 2.398468
H: 1.413717 -3.998611 3.973712
H: 1.905469 -2.890249 2.792911
H: -0.929168 -3.416417 3.511883
H: 0.332142 -2.872421 5.519775
H: 0.511466 -1.262576 4.848518
H: -1.046113 -1.939694 5.164048
H: -0.980075 -0.841696 2.989434
H: -1.378822 -2.039374 1.873255
H: 1.411198 -1.020343 2.062679
H: 0.569047 -1.675390 0.697428
H: 0.823533 3.199547 4.272837
H: -0.563092 1.397663 4.290920
H: 2.533759 1.513711 4.640792
O: -4.713856 1.305977 -3.498705
S: -3.601369 0.410319 -3.507554
O: -3.650760 -0.796935 -2.751592
O: -2.302424 1.222033 -3.098744
C: -2.362089 1.980673 -1.874866
C: -2.225825 1.106216 -0.644072
C: -3.132338 0.047304 -5.157778
H: -3.281882 2.566808 -1.851662
H: -1.532616 2.682058 -1.928509
H: -3.091480 0.453483 -0.533196
H: -2.145231 1.719617 0.252763
H: -1.351695 0.475670 -0.720911
H: -3.059660 0.976136 -5.714312
H: -3.907202 -0.588815 -5.577232
H: -2.182648 -0.475810 -5.148733
O: 0.243161 -1.778279 -6.703126
S: 1.453350 -2.531853 -6.612063
O: 1.522078 -3.675556 -5.767185
O: 2.636774 -1.549523 -6.265211
C: 2.493895 -0.681565 -5.108284
C: 2.713671 -1.419267 -3.803086
C: 1.997766 -2.970874 -8.224018
H: 1.520420 -0.191222 -5.127805
H: 3.248492 0.090303 -5.226062
H: 1.922447 -2.144449 -3.617282
H: 2.728607 -0.709959 -2.976066
H: 3.657317 -1.962865 -3.825124
H: 1.976126 -2.087509 -8.854439
H: 1.311282 -3.724800 -8.600341
H: 3.001697 -3.377349 -8.152589
O: -3.695795 0.260401 7.072453
S: -4.529445 -0.747744 6.502228
O: -4.090093 -1.500133 5.374689
O: -5.948165 -0.122473 6.187968
C: -5.988745 1.079057 5.384189
C: -5.773074 0.799898 3.909587
C: -5.051305 -1.858134 7.759763
H: -5.264072 1.799585 5.764404
H: -6.978713 1.497427 5.545154
H: -4.759086 0.454453 3.715273
H: -5.940951 1.706697 3.329549
H: -6.454787 0.025103 3.562655
H: -5.420562 -1.283785 8.603522
H: -4.183303 -2.444951 8.048392
H: -5.825433 -2.503426 7.356102
O: 3.766619 2.365028 -3.813198
S: 5.071781 2.868779 -3.528080
O: 6.215757 2.054363 -3.764832
O: 5.106483 3.397619 -2.040214
C: 4.674024 2.494140 -0.988126
C: 5.728103 1.459488 -0.649764
C: 5.295154 4.422355 -4.317992
H: 3.731030 2.025111 -1.265354
H: 4.479399 3.121470 -0.123254
H: 5.882082 0.765164 -1.474029
H: 5.417933 0.888458 0.224411
H: 6.684389 1.938945 -0.443540
H: 4.436118 5.050790 -4.105078
H: 5.372500 4.231198 -5.385035
H: 6.211517 4.872054 -3.948511

Forces on the atoms, in the same order (eV/Å):
-0.098 0.234 0.245
0.194 -0.189 -0.688
-0.467 0.385 -0.048
0.336 -0.026 0.439
-1.157 0.790 -0.458
-1.894 -2.550 0.385
-4.608 0.334 2.315
7.456 1.292 -3.113
-0.660 0.854 0.464
0.384 -0.037 0.319
-0.178 -0.481 0.103
-0.184 -0.796 -1.231
0.480 -0.668 1.017
0.781 0.573 -0.382
-0.981 -0.949 -0.065
0.631 -0.675 0.799
0.849 0.948 0.305
-0.897 0.478 0.464
-0.580 0.903 0.677
-0.831 -0.387 -0.824
1.324 0.301 0.619
0.473 -0.818 -1.218
-0.540 0.327 -0.005
-0.392 0.167 -0.029
0.727 -0.061 0.059
-0.361 0.096 0.079
0.415 0.122 -0.258
-0.211 -0.332 0.184
0.161 0.050 -0.103
-0.011 0.294 0.587
-0.421 -0.098 -0.233
0.019 0.025 -0.116
-0.058 -0.079 -0.123
0.081 -0.056 -0.212
-0.019 0.029 0.023
0.068 0.078 -0.026
0.187 -0.038 -0.018
-0.008 0.042 -0.004
-0.049 -0.020 0.032
0.093 -0.080 0.008
-0.448 0.089 0.100
0.426 0.238 -0.331
-0.176 -0.397 0.273
0.173 0.204 0.044
0.039 0.236 0.516
-0.128 -0.256 -0.088
0.011 -0.003 -0.096
-0.060 -0.120 -0.163
0.071 -0.049 -0.222
-0.027 0.009 0.002
0.040 0.094 -0.047
0.067 0.062 0.019
0.001 0.030 -0.003
-0.044 -0.020 0.033
0.030 -0.022 0.022
0.362 0.269 -0.064
-0.523 -0.254 0.390
0.378 -0.115 -0.336
-0.180 0.092 -0.003
-0.013 0.382 -0.397
0.162 -0.193 0.059
-0.057 -0.024 0.073
0.077 -0.112 0.103
-0.078 -0.145 0.154
0.023 0.012 0.004
-0.059 0.046 0.041
-0.072 0.029 -0.020
-0.007 0.025 0.017
0.058 0.009 -0.026
-0.010 -0.022 -0.035
-0.348 -0.329 -0.152
0.122 0.602 0.276
0.261 -0.386 -0.222
-0.072 0.083 0.172
-0.036 -0.433 0.377
0.096 -0.013 -0.249
-0.031 0.081 -0.036
-0.015 0.069 -0.154
0.013 0.241 -0.122
-0.021 -0.021 -0.012
-0.064 0.058 0.048
-0.003 0.026 0.078
-0.026 0.010 0.016
-0.003 -0.055 -0.026
0.036 -0.012 0.016

Properties
energy above the lowest of the compared OMol25 structures with the same formula, charge and spin: 0.0 kJ/mol
HOMO-LUMO gap: 10.21 eV